C34H65N3O3 | ωB97M-V/def2-TZVPD

Each line ends with the Löwdin charge.
Cartesian coordinates (Å):
C -4.113233 0.797579 -6.148743  -0.123
O -3.339540 1.996590 -6.240243  -0.197
C -2.042925 1.875573 -5.655331  -0.228
C -1.952325 0.960958 -4.380793  -0.190
C -0.786212 1.529931 -3.468194  -0.212
C 0.635043 1.448416 -4.117641  -0.190
C 1.602848 2.379052 -3.270985  -0.183
C 1.628831 1.976891 -1.745460  -0.232
C 0.684276 2.849921 -0.822691  -0.181
C 0.104826 1.963197 0.359871  -0.202
C 1.139989 1.902226 1.528426  -0.136
C 0.838595 0.828617 2.636773  -0.185
C -0.618296 0.208146 2.750462  -0.106
C -0.377298 -1.147709 2.021953  -0.330
C -1.569285 -2.153687 1.798251  -0.131
C -2.987291 -1.491065 1.932189  -0.203
C -3.365891 -0.769778 0.576710  -0.193
C -4.229586 -1.784755 -0.270076  -0.207
C -4.183175 -1.487897 -1.810602  -0.205
C -2.934954 -2.149003 -2.526833  -0.203
C -2.912390 -3.720852 -2.395849  -0.198
C -1.558384 -4.288452 -1.845754  -0.202
C -0.285249 -3.626253 -2.514748  -0.196
C 0.904109 -4.661361 -2.722026  -0.186
C 2.209846 -4.246935 -1.943966  -0.173
C 3.247682 -3.435226 -2.812669  -0.126
N 3.673180 -2.197124 -2.128171  -0.164
C 2.713945 -1.255239 -1.796265  -0.078
C 3.464923 -0.241543 -1.127233  -0.103
C 4.891862 -0.585423 -1.111016  -0.057
C 4.940119 -1.868196 -1.760449  -0.099
N 0.869761 -1.675245 2.617993  0.070
C 1.735347 -0.488747 2.643129  -0.401
O 2.921105 -0.577609 2.676832  0.112
H -3.534294 -0.140061 -6.315096  0.093
H -4.618481 0.806007 -5.145417  0.088
H -4.923546 0.852933 -6.909528  0.090
H -1.732754 2.906926 -5.338856  0.126
H -1.251732 1.532801 -6.371147  0.120
H -2.868856 0.986684 -3.743277  0.102
H -1.645567 -0.087655 -4.631399  0.107
H -0.865966 1.044234 -2.467858  0.100
H -1.010982 2.623630 -3.337511  0.108
H 1.021423 0.400103 -4.178085  0.110
H 0.625178 1.835743 -5.167227  0.103
H 2.631333 2.155135 -3.663070  0.107
H 1.387341 3.462365 -3.412959  0.113
H 1.330922 0.908002 -1.651367  0.072
H 2.674042 2.172099 -1.393362  0.096
H -0.149188 3.297519 -1.416321  0.094
H 1.319067 3.620686 -0.323679  0.109
H -0.885456 2.372399 0.695384  0.111
H -0.130515 0.933899 -0.023704  0.088
H 1.221629 2.888479 2.049591  0.122
H 2.127450 1.639616 1.078207  0.107
H 1.118436 1.258959 3.655960  0.136
H -1.434510 0.884370 2.416080  0.107
H -0.768410 0.103145 3.855987  0.121
H -0.047447 -0.915166 0.976159  0.128
H -1.482276 -2.564087 0.758607  0.092
H -1.422299 -2.983730 2.540598  0.115
H -3.086845 -0.837346 2.832534  0.103
H -3.731669 -2.319092 2.078888  0.105
H -2.435842 -0.505797 0.020412  0.096
H -3.933462 0.159640 0.838187  0.113
H -3.866605 -2.807309 -0.010110  0.095
H -5.289653 -1.727910 0.082030  0.115
H -4.172448 -0.390514 -2.020516  0.099
H -5.146202 -1.868949 -2.245561  0.110
H -3.064964 -1.908217 -3.608652  0.097
H -2.038782 -1.654438 -2.081013  0.095
H -3.089444 -4.144502 -3.410976  0.110
H -3.723904 -4.071542 -1.717913  0.100
H -1.535224 -5.377284 -2.094236  0.101
H -1.489460 -4.215994 -0.732817  0.098
H 0.013441 -2.770961 -1.865722  0.079
H -0.559922 -3.241039 -3.527912  0.111
H 0.554671 -5.625117 -2.272398  0.100
H 1.162471 -4.774575 -3.800823  0.104
H 1.891577 -3.709555 -1.019477  0.110
H 2.749457 -5.163165 -1.586441  0.107
H 4.172389 -4.059687 -2.906648  0.120
H 2.891349 -3.227276 -3.851153  0.125
H 1.637387 -1.307484 -2.010302  0.102
H 3.099164 0.690944 -0.663268  0.045
H 5.703435 0.019433 -0.679282  0.089
H 5.862653 -2.452592 -1.900963  0.115
H 0.752490 -2.035655 3.567864  0.127
C 1.723828 3.833548 8.842406  -0.075
C 1.177736 4.493731 7.578952  -0.431
C 0.766239 3.495224 6.481616  -0.210
O 1.849156 2.904772 5.777814  -0.204
C 2.493105 1.846810 6.474141  -0.101
N 2.163953 5.462410 7.086536  0.038
H 2.755998 3.501360 8.730520  0.064
H 1.710659 4.542909 9.671948  0.076
H 1.116390 2.972475 9.131946  0.077
H 0.276295 5.043377 7.867609  0.134
H 0.195467 4.043794 5.726487  0.120
H 0.096080 2.719708 6.874746  0.119
H 1.789049 1.252116 7.063007  0.092
H 3.283230 2.244390 7.112840  0.075
H 2.967355 1.195862 5.736906  0.086
H 1.755200 5.979376 6.311546  0.071
H 2.919410 4.934090 6.653688  0.070

Forces on atoms 1 to 2 (eV/Å):
C -0.814 0.347 0.234
O 0.508 -0.818 -0.061

Values from the calculation:
Molecular weight in g mol⁻¹: 563.91
Strongest force on any atom in Eh/bohr: 0.0717
Kohn-Sham gap in Eh: 0.3138
HOMO level in eV: -7.92
Multiplicity: 1
Calculated total energy in Eh: -1724.3272